This record from OMol25 describes a 23-piece molecular cluster, C60H170BN14O30 overall at a distorted geometry. The level of theory is the ωB97M-V functional and the def2-TZVPD basis.

Molecular weight, g mol⁻¹: 1578.900
Gap between HOMO and LUMO, eV: 8.5
Total charge: -1
Calculated total energy, eV: -147935.6504
Lowest unoccupied orbital energy, eV: 1.682
Highest occupied orbital energy, eV: -6.7840

XYZ file:
```
275
Properties=species:S:1:pos:R:3:forces:R:3
O -0.606823 3.926125 -0.486632 -0.029 -0.528 -0.513
C -0.370420 2.759881 -0.689747 1.646 0.801 -0.156
O -0.904278 1.742865 -0.125046 -1.110 -1.732 0.823
B -0.292595 0.436674 -0.532321 0.087 0.703 -0.045
O 0.784767 0.824605 -1.477699 0.282 2.089 0.352
C 0.823380 2.195693 -1.553504 0.490 0.774 -0.678
O 1.610151 2.915365 -2.153263 -1.209 -2.098 0.978
O -1.238481 -0.422498 -1.240510 -0.597 -1.655 0.861
C -1.352595 -1.589030 -0.565351 -1.889 -2.490 -1.670
O -2.014160 -2.616664 -0.872443 2.314 4.064 0.867
C -0.421485 -1.514494 0.641552 0.382 -2.039 1.117
O 0.167055 -0.342213 0.677205 -0.322 0.181 -0.917
O -0.234210 -2.479017 1.375591 -0.109 1.834 -0.943
C -1.540224 -8.080770 -1.458155 -2.199 -0.127 1.412
C -1.854396 -8.540294 -2.883393 0.068 2.460 1.793
C -2.051749 -7.331116 -3.790974 -1.176 -0.155 -0.338
O -1.116798 -6.247079 -3.738482 -0.118 -1.524 0.915
C -1.296985 -5.348282 -4.776919 0.540 0.922 -0.972
N -0.722696 -9.319383 -3.089409 2.675 -1.693 -1.890
H -1.503178 -9.003831 -0.879629 0.702 0.072 0.126
H -2.413048 -7.618915 -0.996665 -0.077 0.694 -0.100
H -0.679227 -7.435179 -1.284967 0.071 -0.245 -0.437
H -2.798916 -9.082506 -2.838682 0.079 -0.209 -0.313
H -3.059144 -7.015680 -3.519387 -0.152 0.708 -0.072
H -2.147083 -7.725834 -4.802505 0.262 0.181 -0.503
H -2.018502 -4.549997 -4.602953 -0.666 -0.445 0.154
H -1.472701 -5.873189 -5.715905 -0.393 0.037 -0.157
H -0.401410 -4.753509 -4.956631 0.539 -0.339 0.331
H -0.624182 -9.828577 -3.956077 -0.779 -0.332 -0.429
H -0.003506 -8.624801 -3.232265 0.768 0.034 0.486
C 3.902487 -3.653712 -5.471388 0.390 0.451 1.017
C 5.095590 -3.350935 -4.485844 -0.782 -0.412 -0.775
C 4.591964 -2.917389 -3.115600 -1.394 1.186 -0.307
O 3.826518 -1.651821 -3.255867 0.167 -1.918 1.055
C 3.297813 -1.318495 -1.956220 1.708 1.737 0.503
N 5.873568 -4.547925 -4.351396 1.197 -0.984 0.542
H 3.261546 -4.335107 -4.911925 -0.389 0.117 0.022
H 4.195243 -4.227689 -6.350562 0.421 0.293 -0.081
H 3.352593 -2.762573 -5.774006 -0.066 -0.054 0.039
H 5.811993 -2.633456 -4.885944 -0.445 0.556 -0.088
H 5.315296 -2.846911 -2.303244 0.607 0.468 -0.417
H 3.881004 -3.631891 -2.700715 -0.250 -0.489 -0.307
H 4.193606 -0.980825 -1.435024 0.171 -0.437 0.848
H 2.760007 -2.035273 -1.335671 0.057 -0.660 -0.660
H 2.736539 -0.384598 -1.926047 -0.386 -0.384 -0.838
H 5.585241 -5.225937 -3.660563 -0.350 0.136 0.021
H 6.004636 -5.024661 -5.232104 -0.026 0.052 0.049
C -1.714481 4.688373 -4.052959 1.080 0.138 1.172
C -0.638718 5.796960 -4.241267 -0.912 0.397 -0.511
C 0.845657 5.495985 -4.004889 -0.357 -0.675 -0.616
O 1.668797 6.576701 -4.454756 -0.248 1.037 0.877
C 3.098540 6.376814 -4.351026 -1.680 -1.736 0.446
N -0.898633 6.298044 -5.563402 0.289 0.356 -1.393
H -2.715704 5.119220 -4.055822 0.125 0.241 -0.002
H -1.572578 4.180177 -3.099177 -0.123 -0.072 0.120
H -1.704945 3.925488 -4.831427 0.353 0.062 -0.151
H -0.889795 6.667799 -3.635708 0.002 -0.215 0.885
H 1.156697 4.667267 -4.640953 -0.133 -0.722 0.315
H 0.881195 5.253584 -2.942773 0.831 0.025 0.043
H 3.327771 5.575091 -5.053009 0.685 0.660 -0.903
H 3.327081 5.819396 -3.442648 0.041 0.575 0.740
H 3.608401 7.339879 -4.376443 -0.063 -0.335 -0.402
H -1.276840 5.558819 -6.138382 0.089 -0.032 -0.248
H -0.001587 6.553416 -5.950960 0.026 0.364 -0.434
C -4.273688 -4.393906 -2.706121 1.186 -1.279 0.944
C -5.228377 -3.430019 -2.084882 -0.569 -0.198 -0.668
C -5.603926 -3.801062 -0.632328 -1.392 -1.457 0.130
O -6.058186 -5.173202 -0.408056 0.082 -0.733 -0.411
C -7.302046 -5.551494 -0.992799 0.140 1.005 -0.141
N -4.656079 -2.097484 -2.220547 -0.733 -0.071 0.279
H -3.698002 -4.039220 -3.561036 -0.565 0.231 -0.120
H -4.651369 -5.401249 -2.881422 -0.405 0.163 -0.278
H -3.532168 -4.570073 -1.926890 0.507 -0.077 0.003
H -6.137547 -3.416517 -2.685979 -0.435 -0.123 0.135
H -6.494227 -3.267552 -0.299441 0.299 1.023 -0.045
H -4.810760 -3.725107 0.111464 0.160 0.408 -0.451
H -8.011686 -4.725615 -0.943412 -0.017 0.478 -0.274
H -7.861439 -6.331686 -0.476572 0.845 -0.368 0.457
H -7.181945 -5.854813 -2.032838 0.008 0.010 -0.163
H -3.655930 -2.158550 -2.093809 0.093 0.267 0.389
H -5.097195 -1.573191 -1.478503 0.470 0.724 0.279
C 1.495067 1.797538 2.298819 0.152 -1.434 0.454
C 2.725219 1.335913 3.175226 -1.238 0.039 -0.056
C 3.618143 0.172424 2.527949 -2.054 1.598 0.422
O 4.629690 -0.202392 3.418398 -0.373 0.640 0.007
C 5.651343 -1.077048 2.997325 0.224 -0.115 0.795
N 3.536230 2.538357 3.408444 1.188 -0.709 0.408
H 1.181612 2.837707 2.387695 0.691 0.206 0.132
H 0.604214 1.252277 2.610537 0.035 -0.280 -0.066
H 1.642570 1.525988 1.253544 0.170 0.257 -0.108
H 2.330912 1.037401 4.146569 -0.084 -0.554 -0.021
H 3.826911 0.726668 1.612894 1.400 -0.482 -0.508
H 3.015562 -0.694306 2.256338 -0.327 -0.046 -0.027
H 6.273699 -0.605869 2.236557 0.115 -0.239 -0.073
H 5.356304 -2.097614 2.753394 -0.731 0.099 -0.795
H 6.175271 -1.300003 3.926787 0.611 0.508 -0.093
H 3.375928 2.847916 4.356375 -0.876 0.540 0.209
H 4.439852 2.143387 3.626527 1.004 0.077 -0.575
C 2.296245 -6.163006 7.055444 -0.813 0.222 -0.072
C 3.372208 -5.755962 6.048466 0.423 0.679 1.679
C 3.500079 -6.776259 4.930985 0.674 0.628 -0.195
O 2.403170 -6.568369 4.096485 -1.365 -2.623 -1.657
C 1.721464 -7.833854 3.728043 -0.009 1.109 0.175
N 3.055825 -4.378002 5.483636 0.207 -2.001 -0.568
H 1.454182 -6.496920 6.449199 -0.213 -0.422 0.158
H 1.866912 -5.333648 7.617547 0.362 0.433 -0.088
H 2.527609 -6.881105 7.842151 0.392 -0.407 -0.439
H 4.356892 -5.770536 6.515662 0.077 0.450 0.303
H 3.606638 -7.817885 5.233919 -0.428 0.016 0.665
H 4.421952 -6.611783 4.373146 0.152 0.407 -0.257
H 0.958267 -8.016271 4.484585 -0.136 -0.075 -0.114
H 2.346403 -8.723704 3.652311 0.621 0.305 0.318
H 1.271339 -7.755092 2.738460 -0.170 0.518 0.152
H 2.512186 -4.753125 4.719538 -0.027 0.720 -1.260
H 2.258761 -3.953671 5.936113 0.143 0.098 1.070
C -5.589093 9.744331 5.431895 -0.883 -1.553 0.084
C -4.466196 10.203060 4.530052 -0.505 0.408 1.079
C -4.158570 9.232309 3.344569 -1.120 0.461 0.784
O -3.875540 7.935071 3.790261 -0.017 -1.139 -0.469
C -4.179324 6.957096 2.760676 -0.017 0.735 0.608
N -4.947849 11.490030 4.053876 1.025 0.851 -1.779
H -5.971104 10.480849 6.138798 0.685 0.244 0.171
H -5.389250 8.811676 5.959448 0.247 0.094 0.104
H -6.487586 9.527393 4.854191 -0.022 -0.085 -0.481
H -3.597316 10.379145 5.164211 0.416 -0.395 -0.068
H -3.372190 9.581671 2.675500 0.086 0.349 -0.015
H -5.113832 9.189396 2.821373 -0.101 0.263 -0.522
H -4.109035 5.954026 3.181403 0.174 0.221 0.079
H -3.542458 7.046891 1.880648 0.470 0.039 0.132
H -5.189489 7.124408 2.386942 -0.322 -0.044 0.158
H -5.542856 12.072408 4.625635 -0.025 -0.717 0.484
H -4.143762 12.063731 3.843159 -0.055 0.241 -0.362
C -4.569449 2.498820 -3.221351 1.609 0.231 -0.014
C -5.773826 3.188355 -2.632853 -0.741 0.122 1.509
C -5.798082 3.684563 -1.109184 2.159 -1.291 -1.155
O -4.976288 2.735965 -0.401688 -0.416 -1.245 -0.579
C -4.535966 3.055389 0.891565 -0.213 0.871 -0.028
N -6.142086 4.308671 -3.494857 -0.114 0.000 -0.278
H -4.129030 1.636961 -2.720016 -0.553 -0.193 0.098
H -3.715593 3.161233 -3.363601 0.066 0.512 0.509
H -4.768614 2.264088 -4.266978 -0.496 -0.581 0.093
H -6.568900 2.442974 -2.651918 -0.259 0.050 -0.258
H -6.823474 3.689432 -0.739544 0.011 0.198 0.077
H -5.279769 4.637248 -1.000387 -0.376 0.461 -0.130
H -5.370273 3.526386 1.411382 0.177 0.312 0.439
H -3.660419 3.699391 0.809145 -0.033 0.438 0.237
H -4.205846 2.203981 1.486731 -0.252 -0.447 -0.492
H -5.424057 5.016730 -3.438346 0.212 0.430 0.592
H -5.914285 3.956570 -4.413675 -0.667 -0.039 -0.614
C 4.879219 -3.906212 0.204148 -0.082 0.161 0.907
C 3.797771 -4.362381 1.162686 -0.250 -1.181 -1.348
C 2.413394 -4.435929 0.533439 -0.370 0.144 0.343
O 2.347055 -5.347543 -0.615637 1.416 2.431 2.148
C 1.300932 -4.925362 -1.410080 -0.912 -2.206 -1.728
N 4.135642 -5.747698 1.503888 0.001 -0.303 0.703
H 4.740475 -2.833554 0.069004 0.273 -0.061 -0.765
H 4.896553 -4.549834 -0.675376 -0.036 0.445 -0.218
H 5.802625 -4.059274 0.762720 0.242 0.109 -0.235
H 3.827715 -3.634282 1.973287 -0.364 -0.501 0.546
H 2.026686 -3.431536 0.360922 0.084 0.196 -0.988
H 1.676550 -4.794034 1.252417 0.027 -0.368 0.396
H 1.353123 -3.956338 -1.906439 0.213 0.383 0.489
H 0.342392 -5.135289 -0.935512 -0.286 0.650 0.207
H 1.360880 -5.680893 -2.193456 -0.468 0.192 -0.635
H 3.354330 -6.133005 2.014966 -0.113 0.066 0.961
H 3.961750 -6.243833 0.641507 0.590 -0.179 -0.603
C -4.312033 -1.779497 5.199515 -1.877 -0.387 0.346
C -2.953424 -1.609573 4.560124 0.952 -0.063 0.918
C -2.051710 -0.643130 5.379905 -0.565 -0.542 0.206
O -2.463950 0.658989 5.471324 -0.858 3.754 -1.350
C -2.651158 1.483233 4.249105 -0.138 -1.453 0.900
N -2.236540 -2.883925 4.509659 -0.586 -0.331 0.014
H -4.944958 -2.517908 4.707313 0.330 -0.188 -0.635
H -4.977911 -0.917609 5.242568 0.529 0.641 -0.524
H -4.432260 -2.107215 6.232105 1.215 -0.157 0.408
H -3.135253 -1.311760 3.527488 0.244 0.371 -0.076
H -0.983567 -0.719263 5.176476 0.139 -0.216 -0.684
H -2.168687 -0.903412 6.431889 0.185 -0.855 0.085
H -3.307484 0.910355 3.594028 0.019 0.144 -0.289
H -1.742516 1.763060 3.716036 0.353 -0.378 0.194
H -3.152606 2.418448 4.498169 0.005 -0.246 0.499
H -1.249842 -2.794105 4.313551 0.131 0.077 0.226
H -2.417868 -3.442835 5.331152 0.312 0.068 0.142
C 0.834947 -1.548235 -4.032481 -0.552 -1.582 0.996
C 1.029992 -0.274302 -4.801450 0.146 -1.267 -0.690
C -0.225404 0.627523 -4.941127 1.169 0.825 -0.445
O -1.038647 0.260353 -6.028153 1.739 -1.856 -0.744
C -2.067528 1.094009 -6.435132 -0.124 0.139 1.567
N 2.243644 0.376078 -4.293904 -1.251 1.692 -0.011
H 1.736285 -2.154246 -3.940717 0.254 0.287 -0.396
H 0.099476 -2.277356 -4.372431 -0.422 0.370 -0.514
H 0.567809 -1.375685 -2.989906 -0.184 0.434 0.084
H 1.373512 -0.519331 -5.806470 -0.785 -0.215 -0.447
H 0.283773 1.562432 -5.175179 -0.377 0.814 -0.001
H -0.842224 0.769736 -4.053756 0.149 -0.282 0.452
H -2.864785 0.849495 -5.733211 -0.903 0.386 -0.365
H -2.331562 0.887777 -7.472359 0.056 0.068 0.150
H -1.790168 2.131757 -6.250086 -0.063 0.350 -0.455
H 2.925067 -0.331707 -4.059799 0.021 0.093 -0.206
H 1.978446 0.867361 -3.452229 0.343 -0.013 0.370
C -1.676972 -5.366438 1.706905 -0.671 0.602 -0.203
C -3.096059 -5.603056 2.284708 1.070 -0.872 0.638
C -3.020465 -6.476217 3.509306 -0.442 -1.115 0.915
O -2.489771 -7.740366 3.135300 0.100 -1.475 0.413
C -2.731914 -8.759277 4.141456 -0.658 0.800 -1.411
N -3.777886 -4.344422 2.568313 -0.271 -1.230 -0.583
H -0.963752 -4.994830 2.442655 -0.137 -0.064 0.393
H -1.849283 -4.512813 1.051376 0.580 -0.183 -0.559
H -1.198539 -6.195641 1.185716 -0.322 -0.116 -0.070
H -3.694160 -6.217875 1.612123 -0.023 0.233 -0.445
H -4.008399 -6.644395 3.938025 -0.513 0.143 -0.168
H -2.429534 -6.164195 4.370434 0.413 0.910 -0.078
H -3.784758 -9.041433 4.143670 -0.522 0.548 0.265
H -2.452818 -8.383489 5.125833 0.302 -0.364 0.103
H -2.319624 -9.717006 3.823858 0.975 0.395 0.160
H -3.196396 -3.880050 3.251187 0.198 0.692 0.081
H -3.678817 -3.882716 1.675500 -0.207 0.798 0.162
C 2.253466 6.300317 -0.815500 -0.142 1.710 -0.109
C 3.656692 6.790178 -0.328466 -1.559 -0.732 1.461
C 3.625237 8.232379 0.357968 0.273 -2.159 -0.048
O 2.654049 8.267602 1.408167 0.291 0.656 -1.078
C 2.976471 9.074471 2.523379 0.204 -0.384 0.888
N 4.113444 5.745136 0.665399 0.697 1.632 -0.909
H 1.818419 6.972615 -1.554990 0.325 0.079 -0.654
H 1.494139 6.418571 -0.042493 0.311 -0.534 0.542
H 2.199206 5.289963 -1.220900 0.390 0.001 0.203
H 4.340454 6.910573 -1.168739 0.176 -0.274 -0.033
H 3.502980 8.974652 -0.430818 -0.456 0.296 0.171
H 4.600860 8.378961 0.821411 0.249 0.050 -0.083
H 3.733834 8.539376 3.096258 0.117 0.056 0.252
H 2.085484 9.180787 3.142194 -0.068 -0.247 -0.144
H 3.346731 10.086952 2.362447 0.010 0.032 -0.811
H 4.002692 6.155371 1.581674 0.079 -0.333 0.286
H 3.523335 4.925476 0.659657 -0.156 0.088 -0.165
C 6.591727 0.457758 -2.789849 0.613 1.073 -1.411
C 7.173023 0.595447 -1.426276 -1.690 0.043 3.023
C 6.321175 1.695157 -0.576732 1.784 -0.225 0.173
O 7.051996 1.954151 0.666155 0.119 -0.186 -1.331
C 6.506011 3.013225 1.453474 -1.250 -1.007 -0.978
N 7.218925 -0.731682 -0.733257 -0.463 0.601 -0.195
H 7.153905 -0.279361 -3.363186 -0.426 -0.468 0.008
H 6.823388 1.372119 -3.336091 0.129 0.307 -0.037
H 5.512201 0.416221 -2.934734 0.011 -0.740 0.537
H 8.161200 1.055410 -1.420007 0.117 -0.016 -0.361
H 5.253582 1.620527 -0.369888 -0.198 -1.296 0.224
H 6.277680 2.552998 -1.247788 0.699 0.677 0.050
H 7.068671 3.136828 2.378815 0.132 0.070 -0.326
H 5.490177 2.684111 1.672289 -0.230 0.241 0.610
H 6.344081 3.912168 0.858685 0.557 0.381 0.167
H 7.928082 -0.816205 -0.019073 -0.004 0.369 0.039
H 7.347638 -1.506243 -1.368544 0.024 0.144 -0.261
O 2.848880 5.328649 3.269400 0.262 0.661 0.408
H 2.174840 5.752293 2.737969 -0.586 0.052 -0.066
H 2.806453 4.405586 3.019632 0.219 -0.610 -0.083
O -6.128418 0.081725 -0.543142 -0.173 -0.680 -0.084
H -5.452617 0.737288 -0.715626 0.269 0.630 -0.017
H -6.683481 0.479915 0.127367 -0.096 0.081 0.113
O -6.514129 -0.281081 -3.774965 -0.608 0.540 -0.326
H -6.248506 -0.737892 -4.573079 0.148 -0.137 -0.087
H -6.041990 -0.729490 -3.073350 0.466 -0.339 0.251
O 3.449362 2.892173 -4.896190 0.571 0.989 -0.364
H 2.832090 2.164112 -4.824446 -0.269 -0.977 0.037
H 3.481701 3.267001 -4.016032 -0.075 0.038 0.277
O -0.088395 5.364638 2.116185 0.133 -1.340 0.369
H -0.153374 6.311172 1.989378 -0.046 0.954 0.073
H -0.366095 4.990847 1.279883 -0.089 -0.320 -0.333
O 0.130606 7.910349 1.807274 -0.849 0.335 0.549
H -0.390925 8.262778 1.086148 -0.435 0.195 -0.367
H 1.030676 7.924582 1.481836 0.784 0.109 -0.167
O -1.223346 8.833864 -0.534871 -0.026 0.145 0.142
H -2.028275 8.580488 -0.986680 -0.250 -0.150 -0.042
H -0.606511 9.035532 -1.238484 0.258 0.031 -0.200
O 0.996784 -2.620030 3.983491 -0.103 -0.071 0.459
H 1.924807 -2.393396 4.043835 0.356 0.088 0.169
H 0.864350 -2.846233 3.062882 -0.307 0.075 -0.605
```
Positions in Å, forces in eV/Å.